Record 1
Formula: C5H8O
Source: the OMol25 dataset
Level of theory: ωB97M-V/def2-TZVPD

As for the molar mass: 84.118 g/mol. Its structure (SMILES) is O=C1CCCC1. The calculation puts the energy above the lowest of the compared OMol25 structures with the same formula, charge and spin at 0.1402 eV. For the total energy, the calculation gives -270.552741 Eh.

Last column: Löwdin charge in e.
Positions of all 14 atoms, in Å:
O1 -0.07293 -2.55905 -0.09100  0.081
C1 -0.06520 -1.35781 0.03841  -0.396
C2 1.13417 -0.53011 0.48788  -0.109
C3 0.80638 0.93021 0.13459  -0.180
C4 -0.66378 0.97774 -0.37888  -0.183
C5 -1.24904 -0.43092 -0.22351  -0.111
H1 1.27850 -0.70687 1.56223  0.125
H2 2.03660 -0.90151 -0.00639  0.120
H3 0.99158 1.61531 0.96835  0.104
H4 1.43685 1.26165 -0.69062  0.100
H5 -0.64663 1.24230 -1.44083  0.103
H6 -1.25714 1.74838 0.12247  0.103
H7 -1.93747 -0.51905 0.62710  0.125
H8 -1.79188 -0.77027 -1.10980  0.119

Record 2
Formula: C9H8N2O4Sn
Source: the OMol25 dataset
Level of theory: ωB97M-V/def2-TZVPD

As for the net charge: +2. As for the molar mass: 326.884 g/mol. The calculation puts the energy above the lowest of the compared OMol25 structures with the same formula, charge and spin at 3.3691 eV. For the total energy, the calculation gives -971.599160 Eh.

Last column: Löwdin charge in e.
Positions of all 24 atoms, in Å:
O1 0.24982 -3.03645 -2.18669  0.277
C1 0.23402 -1.89060 -2.17398  -0.214
Sn1 0.17392 -0.03916 -2.13879  1.108
O2 -2.45770 -0.03347 -5.38127  0.132
C2 -1.74002 -0.04434 -4.52846  -0.033
C3 2.08830 -0.03177 -2.47575  -0.147
O3 3.18712 -0.03044 -2.66592  0.321
C4 0.23500 1.82273 -2.12838  -0.234
O4 0.25039 2.96551 -2.10625  0.277
C5 -0.03030 2.07586 2.99126  0.016
C6 -0.05051 1.01052 1.99425  -0.253
C7 -0.21875 -0.34674 2.22174  0.063
C8 -0.18570 -0.97897 0.97413  -0.258
N1 0.01181 -0.01416 0.01490  -0.078
N2 0.09089 1.18253 0.66796  0.064
C9 -0.36179 -2.43055 0.91630  0.000
H1 -0.98813 2.08261 3.54922  0.123
H2 0.79532 1.90123 3.71011  0.122
H3 0.11058 3.05525 2.51472  0.099
H4 -0.35865 -0.81609 3.18503  0.152
H5 0.23924 2.09598 0.24522  0.156
H6 0.46802 -2.92837 1.45503  0.130
H7 -1.30847 -2.70313 1.42098  0.127
H8 -0.43443 -2.86795 -0.07535  0.047

Record 3
Formula: H30O15
Source: the OMol25 dataset
Level of theory: ωB97M-V/def2-TZVPD

As for the molar mass: 270.225 g/mol. The calculation puts the energy above the lowest of the compared OMol25 structures with the same formula, charge and spin at 6.7115 eV. For the total energy, the calculation gives -1146.393426 Eh.

Last column: Löwdin charge in e.
Positions of all 45 atoms, in Å:
H1 -0.31214 -0.73223 -0.88903  0.035
H2 0.95395 -0.22603 -0.11501  -0.021
H3 -4.34275 -0.20114 -2.11451  0.065
H4 -4.44383 0.75437 -0.94971  0.006
H5 1.20266 2.54637 0.71260  0.037
H6 0.80485 3.48456 1.74407  0.022
H7 -1.84561 -2.31489 -4.42926  -0.016
H8 -1.24596 -3.55256 -3.75983  0.053
H9 1.75211 2.23347 -1.83377  0.008
H10 3.24361 2.54440 -1.59212  0.064
H11 5.84948 1.39798 -0.77669  0.014
H12 4.31929 1.37317 -1.34833  0.028
H13 -1.96766 -0.27354 -2.00818  0.025
H14 -2.37643 -1.19496 -1.03559  0.083
H15 0.84707 -1.02583 1.99401  0.017
H16 1.84844 0.16840 1.96656  0.035
H17 4.65717 0.73200 1.77364  -0.004
H18 4.31918 2.10117 1.87843  0.046
H19 -3.43394 -2.63715 1.45837  0.081
H20 -3.00978 -3.81379 0.74092  -0.007
H21 -2.81544 3.29370 0.87917  0.077
H22 -2.32520 1.90601 1.59687  0.077
H23 3.87678 -0.60504 -0.04783  0.003
H24 2.45767 -0.70009 -0.74816  0.031
H25 -1.91000 -4.12074 2.25908  -0.009
H26 -0.67857 -3.31600 2.79750  0.054
H27 -4.67057 0.47341 2.64164  0.013
H28 -3.35660 0.36290 1.84349  0.007
H29 -0.44882 1.66343 -0.27680  0.035
H30 0.03880 0.86670 -1.43209  0.064
O1 0.31725 -0.92827 -0.12045  -0.084
O2 -3.95272 0.59581 -1.71718  -0.054
O3 1.60140 3.33737 1.22271  -0.076
O4 -1.76060 -3.23068 -4.52395  -0.036
O5 2.57744 1.81812 -1.64990  -0.071
O6 5.18087 1.88044 -1.22540  -0.072
O7 -2.17619 -0.22158 -1.10452  -0.082
O8 1.77439 -0.81577 1.90151  -0.078
O9 3.90681 1.24756 1.80102  -0.004
O10 -2.74871 -2.94532 0.80746  -0.038
O11 -2.96941 2.30803 0.91110  -0.100
O12 3.18046 -1.22055 -0.29016  -0.069
O13 -1.00641 -3.92297 2.11263  -0.055
O14 -3.77569 0.23601 2.70586  -0.032
O15 0.22764 1.71329 -0.94693  -0.074

Record 4
Formula: C4H9NO2
Source: the OMol25 dataset
Level of theory: ωB97M-V/def2-TZVPD

As for the molar mass: 103.121 g/mol. Its structure (SMILES) is C[C@@H](O)CNC=O. The calculation puts the energy above the lowest of the compared OMol25 structures with the same formula, charge and spin at 0.7705 eV. For the total energy, the calculation gives -363.057218 Eh.

Last column: Löwdin charge in e.
Positions of all 16 atoms, in Å:
C1 -2.05642 -0.76287 -0.33424  -0.055
C2 -0.66226 -0.17780 -0.50131  -0.460
O1 -0.85834 1.15132 -0.90432  -0.046
C3 0.12922 -0.27818 0.81141  -0.128
N1 1.57363 -0.03653 0.70814  0.035
C4 2.23878 0.88227 -0.02740  -0.326
O2 1.78511 1.65189 -0.86322  0.013
H1 -2.04619 -1.83795 -0.13016  0.080
H2 -2.61169 -0.58126 -1.25851  0.084
H3 -2.58221 -0.24835 0.47694  0.086
H4 -0.11721 -0.75956 -1.26411  0.148
H5 0.02922 1.53507 -1.04021  0.048
H6 -0.32316 0.41314 1.53563  0.134
H7 0.03715 -1.29586 1.20938  0.125
H8 2.14414 -0.52230 1.38590  0.128
H9 3.32024 0.86698 0.19607  0.134

Record 5
Formula: C6H14O2
Source: the OMol25 dataset
Level of theory: ωB97M-V/def2-TZVPD

As for the molar mass: 118.176 g/mol. Its structure (SMILES) is CCCCCC=O.O. The calculation puts the energy above the lowest of the compared OMol25 structures with the same formula, charge and spin at 2.5411 eV. For the total energy, the calculation gives -387.414132 Eh.

Last column: Löwdin charge in e.
Positions of all 22 atoms, in Å:
O1 1.86476 3.23168 0.76930  0.042
C1 1.77636 2.04575 0.92664  -0.259
C2 0.90983 1.31369 -0.18355  -0.122
C3 1.87022 0.11499 -0.61479  -0.187
C4 1.49012 -1.33145 -0.13042  -0.177
C5 0.47260 -2.11906 -1.03597  -0.218
C6 -0.93623 -2.33442 -0.41591  -0.103
H1 2.15918 1.34246 1.74151  0.141
H2 0.61968 1.99563 -0.99340  0.109
H3 0.07874 0.82005 0.34421  0.098
H4 1.96402 0.15827 -1.70448  0.103
H5 2.85129 0.30516 -0.23924  0.077
H6 2.31570 -1.76687 0.21884  0.056
H7 0.91405 -1.22951 0.75224  0.075
H8 0.36163 -1.73314 -2.02596  0.093
H9 0.93591 -3.10178 -0.97138  0.093
H10 -1.45162 -3.18091 -0.75856  0.047
H11 -1.36666 -1.38216 -0.61085  0.051
H12 -0.88664 -2.45664 0.69033  0.082
H13 -5.14888 0.51235 0.34996  0.054
H14 -5.26089 -0.81772 1.04994  0.021
O2 -5.81264 -0.18195 0.59080  -0.076

Record 6
Formula: C3H3N3S
Source: the OMol25 dataset
Level of theory: ωB97M-V/def2-TZVPD

As for the molar mass: 113.145 g/mol. Its structure (SMILES) is S/C=C1\C=NN=N1. The calculation puts the energy above the lowest of the compared OMol25 structures with the same formula, charge and spin at 3.7034 eV. For the total energy, the calculation gives -678.443195 Eh.

Last column: Löwdin charge in e.
Positions of all 10 atoms, in Å:
C1 0.52066 1.02805 -0.14525  -0.429
C2 0.19343 -0.26577 0.24640  -0.349
C3 -0.97414 -1.07068 0.46342  -0.186
H1 -1.69373 2.03274 -0.53509  -0.071
H2 1.58894 1.10345 -0.30100  0.062
H3 -1.92528 -0.37927 0.75098  0.159
N1 -0.72240 -2.29102 0.14505  0.041
N2 0.80378 -2.41306 0.12121  0.023
N3 1.26129 -1.25450 0.11979  -0.001
S1 -0.36302 2.55022 -0.37529  0.751